# 1
The following is a quantum chemistry calculation of a 9-piece molecular cluster, C48H118N6O14 overall in a non-equilibrium geometry, from OMol25.

```
! wB97M-V def2-TZVPD RIJCOSX def2/J DEFGRID3
* xyz 0 1
O 17.13739 21.46104 10.04414
O 13.62521 16.97010 17.99748
O 9.60803 18.43459 16.38404
O 20.89004 23.55690 18.27548
O 16.46466 16.42390 10.27038
O 14.09352 25.75094 18.76839
O 14.99107 26.72508 10.78928
O 15.16913 22.34199 15.31614
O 17.40992 25.83943 14.01084
O 12.91718 22.37982 13.72626
O 14.35393 21.83810 22.15722
O 19.04941 16.30898 13.85200
O 16.75635 11.26916 10.98556
O 10.37342 24.20592 16.88176
N 11.02186 21.68797 15.51824
N 15.42319 23.23208 19.75828
N 18.23348 14.48069 11.93954
N 18.54421 24.55857 17.29885
N 17.26885 24.37297 10.67822
N 14.18095 15.97973 18.90513
C 9.20335 17.71209 17.51834
C 14.70236 15.33164 21.73952
C 16.73616 12.60290 11.32397
C 17.64459 20.22122 9.49368
C 15.56862 16.92284 11.28903
C 14.86768 19.91747 15.63434
C 10.21562 19.65200 16.78380
C 15.84210 21.11853 15.43276
C 10.32569 25.65027 16.79365
C 19.70047 23.45195 19.09471
C 19.65022 16.40172 12.58663
C 17.91630 24.40279 15.95252
C 19.57852 15.00791 11.94314
C 11.72168 23.74300 16.76404
C 16.06899 27.61218 11.17391
C 16.41861 16.81480 18.60392
C 12.12662 16.55466 20.18902
C 19.06458 17.49876 14.67814
C 15.32124 16.70824 19.63442
C 15.23105 21.80904 19.88564
C 15.50362 10.69908 11.02081
C 15.78725 15.80359 20.80744
C 12.45702 21.89542 12.43444
C 14.42724 21.32243 23.45143
C 13.67532 14.59413 20.92010
C 17.40167 23.18263 11.57075
C 12.31841 14.37936 18.87936
C 14.92722 18.08723 20.10940
C 15.10349 23.61402 18.37156
C 16.75726 20.97073 14.26683
C 15.99134 25.73596 14.03006
C 18.47137 23.41713 18.11967
C 14.37422 15.97244 11.40169
C 13.09200 15.37456 19.73895
C 11.71596 22.23927 16.78262
C 10.81479 20.23763 15.49159
C 21.98634 24.28855 18.81091
C 18.16144 13.16652 11.31469
C 15.22216 25.10424 18.20810
C 14.08554 27.15861 18.76300
C 17.99633 25.79000 15.29216
C 16.28674 17.08959 12.55894
C 12.27620 23.11573 11.53919
C 15.34919 25.83355 9.76179
C 13.54321 20.99610 11.89119
C 15.89889 24.38896 10.15495
C 15.37914 21.33274 21.32328
C 18.08218 21.93628 10.93376
H 16.04394 17.28480 17.67981
H 19.94415 15.10601 10.89581
H 10.12261 22.09918 15.72245
H 16.85066 15.82443 18.47457
H 15.64544 17.54584 13.33138
H 12.79626 14.24328 21.48158
H 15.24845 21.74468 24.03159
H 17.78928 19.50299 10.29764
H 15.58408 9.63651 10.73633
H 18.41961 18.26969 14.28536
H 15.71286 24.86316 14.63365
H 17.15631 17.53366 18.96503
H 15.78542 23.62323 9.36072
H 14.85635 11.28844 10.35553
H 17.54486 26.53148 15.94324
H 15.33440 18.91442 15.48138
H 11.67324 16.94577 19.29182
H 11.26853 16.15340 20.79084
H 14.43446 21.62702 11.73092
H 16.34748 12.77092 12.33094
H 15.57685 26.68276 14.44084
H 18.58443 22.48940 17.62750
H 14.18142 13.76059 20.46272
H 15.59316 28.21510 11.94786
H 15.98876 21.24696 19.33341
H 16.08568 26.27961 9.12123
H 12.24114 24.10647 17.69084
H 17.22720 21.88864 13.86897
H 13.13665 23.81805 11.53069
H 18.47843 13.33957 10.31961
H 14.10786 23.32037 18.02190
H 15.25777 17.90500 10.90831
H 11.16251 21.89392 17.65828
H 17.90009 14.48699 12.88539
H 20.71414 16.68627 12.76498
H 14.36170 19.97940 16.61414
H 11.37039 13.94179 19.26598
H 16.02721 13.11807 10.67522
H 13.81912 16.31081 12.28316
H 18.29064 21.10546 11.54690
H 15.13157 10.66305 12.04616
H 12.59712 17.29241 20.81458
H 20.05508 17.85788 14.86588
H 17.07512 15.78048 10.68649
H 19.69679 22.58911 19.78032
H 16.41868 22.87790 11.92396
H 16.13809 25.45029 18.73995
H 16.32688 28.19313 10.29363
H 14.80378 23.69971 20.41975
H 12.21868 22.14176 14.44242
H 8.20073 18.02545 17.94074
H 22.51928 23.67130 19.55887
H 10.99077 19.43640 17.55094
H 15.13833 24.08995 10.87102
H 12.31138 24.05070 15.88420
H 11.78260 19.71431 15.34099
H 12.07974 14.86172 17.92914
H 12.03056 22.80751 10.53628
H 14.28642 18.05882 20.97858
H 15.82924 23.19587 17.69783
H 13.17598 27.45815 19.32800
H 16.62201 16.13380 12.92738
H 15.15391 14.62932 22.43079
H 19.07656 26.00995 15.13438
H 9.11118 16.70159 17.20234
H 15.34291 25.36893 17.11506
H 16.96558 27.12750 11.62657
H 14.68428 14.94826 11.60005
H 17.55374 23.43431 18.68530
H 15.16244 20.25626 21.30023
H 21.73210 25.18630 19.35894
H 14.43307 25.62819 9.24243
H 13.46488 21.48364 23.91085
H 16.10018 20.62240 13.46695
H 16.22861 14.95420 20.27762
H 16.47987 21.31840 16.30929
H 19.50221 24.73695 17.11017
H 20.38609 14.34484 12.36559
H 10.18355 20.04406 14.65451
H 18.58786 20.40949 8.94823
H 16.52792 16.43240 21.30021
H 15.89479 18.52251 20.27087
H 13.04103 13.58382 18.62346
H 19.68910 24.36408 19.69646
H 16.38804 21.54391 21.64898
H 14.24956 21.45552 19.55800
H 9.52477 20.38902 17.20415
H 13.14408 20.62892 10.91441
H 17.48294 20.16723 14.32566
H 13.78908 16.00424 10.50143
H 9.96775 17.75542 18.29440
H 14.56454 22.32723 14.54671
H 9.25757 25.93449 16.81950
H 16.90690 19.89424 8.76615
H 11.50658 21.35516 12.61147
H 14.24769 16.16512 22.27091
H 14.04389 20.07225 14.88017
H 15.51269 25.59566 13.03733
H 13.74047 20.21962 12.61869
H 19.19143 17.17534 11.92558
H 13.91571 27.61018 17.79402
H 18.81006 12.45996 11.81521
H 10.65386 26.05460 15.81833
H 10.86981 26.09050 17.65194
H 18.51361 23.73159 15.36397
H 14.97211 27.54136 19.25495
H 18.98781 22.26940 10.43232
H 12.75691 21.90702 16.86073
H 13.48559 16.47385 17.18484
H 17.17692 17.68866 12.45336
H 14.51970 20.23982 23.43360
H 18.01814 23.45561 12.42657
H 16.91421 23.97290 16.06910
H 17.57355 25.22052 11.18362
H 11.39150 23.64986 11.80932
H 18.69482 17.17979 15.65604
H 14.38346 18.57398 19.25262
H 22.63985 24.57276 17.98363
*
```

For the frontier orbital gap, the calculation gives 8.9 eV. Its SMILES is CC1(C)CCCC(C)(C)N1O.COCCNCCOC.COCCNCCOC.COCCNCCOC.COCCNCCOC.COCCNCCOC.CC(C)O.CC(C)O.CC(C)O.

=====

# 2
The following is a quantum chemistry calculation of a 14-piece molecular cluster, C48H119N11O14 overall in a non-equilibrium geometry, from OMol25.

```
! wB97M-V def2-TZVPD RIJCOSX def2/J DEFGRID3
* xyz 0 1
O 1.95846 7.91657 -1.35893
O -11.73163 3.90414 1.98366
O 5.95789 -2.40106 -4.21574
O -1.65000 6.97584 -4.23595
O 0.04089 -6.34194 9.26306
O -4.42819 3.20710 -6.07475
O -7.70324 1.57031 9.39023
O -2.95982 0.57207 4.16803
O 2.21373 7.97417 4.46964
O 0.61024 3.71113 10.21702
O 2.85758 -7.83397 -5.95905
O -10.81176 -5.40174 -1.46964
O 8.84684 4.11811 2.52151
O -8.12596 6.22173 -2.63689
N 1.85853 -7.12501 -6.46894
N 2.86262 10.06895 4.50455
N -9.30533 2.74961 8.37514
N 4.12544 8.52330 3.49038
N -7.30265 3.57930 8.62932
N -3.14979 0.48071 2.82116
N -10.64369 -4.88063 -0.15936
N 8.84039 4.81863 3.77512
N 6.14716 -1.38621 -5.08138
N 1.58975 5.23803 8.90927
N 0.18668 3.81007 7.93939
C 7.97332 4.87141 6.18267
C -4.85938 2.21887 2.69849
C -0.62776 -6.58981 -7.81654
C 6.85409 3.44533 4.45690
C 1.99876 -8.50232 -8.53004
C 0.76270 4.25269 9.09343
C 0.71455 -6.31186 -8.52483
C 7.78741 -0.21726 -6.60883
C -9.28325 -4.34313 0.08238
C 8.25199 4.06061 4.86902
C 9.08438 2.80114 5.25339
C -0.45419 -6.68683 -6.30860
C 8.36100 -0.46777 -4.17553
C 5.11994 -0.32551 -5.04540
C -0.53427 0.06180 2.21359
C -8.08722 2.54469 8.81360
C -2.39662 2.81084 2.09852
C -2.11780 -0.42182 2.14160
C 10.09198 6.65433 2.87543
C -9.10155 -3.92496 1.53426
C -8.28082 -5.52000 -0.10894
C 5.13294 0.57134 -3.76236
C -11.85907 -4.24025 0.41059
C -11.62218 -3.85498 1.89832
C -12.31364 -2.84472 -0.20763
C 9.37324 5.57556 6.49834
C 6.75380 0.98308 -6.52872
C 1.96463 -7.05953 -7.95521
C -2.77341 0.72161 -0.16966
C 3.00689 8.80929 4.17233
C 3.68640 -0.94359 -5.25676
C 11.29299 4.69911 3.96561
C 0.64135 -7.56655 -5.75832
C 0.58095 -7.28859 -4.23634
C 8.32598 -2.48750 -5.65565
C 7.57998 -1.11395 -5.35871
C -3.49491 1.75611 2.10539
C 0.27166 -9.05843 -6.09188
C -3.83192 1.60656 0.62800
C -2.40856 -0.57190 0.68659
C -13.11116 -5.13632 0.35042
C 3.24465 -6.27856 -8.41779
C 10.08179 5.62771 4.00433
C 5.29732 0.61027 -6.30472
C -10.27943 -3.14691 2.07019
C -2.26951 -1.74891 2.77981
C -9.00725 -3.12487 -0.83382
C 9.84748 6.39836 5.34410
H -0.42588 -7.29141 -3.81875
H 9.08194 6.26172 7.29359
H 2.16689 -8.52276 -9.60681
H 4.28277 1.24180 -3.63665
H 3.56994 -1.72743 -4.50834
H -10.04759 -2.98264 3.12250
H 1.15639 -8.01852 -3.66699
H -1.57628 2.61093 2.78786
H 10.11153 4.85288 6.84586
H -1.41019 -5.86015 -8.02510
H -8.86418 -4.72096 2.24005
H -0.90038 7.46631 -3.89870
H -0.44756 -9.48501 -5.39270
H -1.47116 6.06733 -3.99334
H 9.30497 3.30341 2.74052
H -2.86954 3.71217 2.48846
H -11.64607 -2.01191 0.01345
H -7.96943 -2.87000 -0.61917
H 8.06857 0.54715 -3.90623
H 4.62180 9.32719 3.13332
H 6.02179 1.19840 -3.69285
H -7.70081 4.36483 8.13484
H 2.17512 5.63932 9.62789
H 10.52413 6.11694 2.03130
H -9.65554 -2.26068 -0.68895
H 9.38279 -2.29522 -5.84077
H 1.74329 7.58864 -0.48577
H 4.52915 1.37379 -6.18203
H 4.13312 -6.71956 -7.96588
H 10.70966 7.53350 3.05883
H -12.15001 4.72949 1.73876
H -11.55786 -4.84669 2.34606
H 6.88320 1.57668 -7.43371
H 3.58890 -1.42498 -6.22983
H -8.29264 -5.96269 -1.10493
H 8.47883 1.94068 5.53803
H -13.79436 -4.68694 1.07111
H 1.06418 -9.06325 -8.52956
H 2.78785 -8.65517 -6.45136
H -0.23385 -9.24051 -7.04025
H 5.26453 -0.08442 -2.90168
H 7.43457 -0.78714 -7.46839
H 6.26213 2.90919 5.19868
H -3.28953 -2.08917 2.60125
H 7.69405 4.45395 7.15006
H 6.25723 4.24114 4.01132
H 8.33376 -1.09829 -3.28682
H -10.26146 -2.14344 1.64495
H 7.26653 5.63159 5.84999
H 0.18575 -0.66138 1.83063
H -0.27686 -5.69684 8.63130
H 9.44477 -0.55275 -4.25501
H -3.67752 2.80532 -6.51213
H 3.20724 -5.24536 -8.07252
H 8.80606 0.10654 -6.82236
H -8.26532 -3.23620 1.65441
H 2.79374 -0.34215 -5.08490
H 7.86874 -3.11222 -6.42296
H 7.12392 1.76487 -5.86545
H -4.72236 0.98256 0.55147
H -6.39969 3.32683 9.00484
H -9.50241 3.59330 7.85604
H -12.43508 -3.38232 2.44957
H 11.40980 4.05593 4.83784
H -3.19908 0.38964 -1.11660
H -13.06343 -6.18958 0.62695
H 9.99841 2.77036 5.84644
H -9.03316 -3.39079 -1.89057
H -2.01739 3.08821 1.11499
H 1.07028 -6.34872 -3.98079
H 9.57034 2.36451 4.38088
H -1.41361 -6.87906 -5.82831
H -0.32749 1.08234 1.89135
H 9.17616 7.15450 2.56045
H -1.04679 -7.52630 -8.18465
H -1.88741 1.30209 -0.42684
H -0.45026 3.03298 7.83668
H 3.63865 10.70327 4.38005
H -1.67128 -2.54423 2.33519
H 2.68843 -9.15041 -7.98926
H 12.25780 5.20627 3.97248
H 1.97964 10.18623 4.98068
H 9.23150 7.23202 5.00695
H 1.63384 5.60272 7.96844
H -8.55837 -6.34033 0.55296
H -7.20354 6.22903 -2.38130
H -3.58301 -0.09256 4.47052
H -2.15053 -1.87451 3.85599
H -4.36433 4.13669 -6.29386
H 1.10852 -9.74732 -5.97697
H -4.00511 2.55760 0.12439
H 5.38886 -2.99896 -4.70596
H -4.88984 2.33992 3.78132
H -13.34716 -2.68464 0.09947
H 7.02205 2.85857 3.55379
H -1.45623 -0.91090 0.27885
H -9.78626 1.86545 8.29110
H -10.80500 4.03606 1.78321
H 0.89412 -5.25420 -8.71773
H 3.32915 -6.34931 -9.50220
H -0.18455 -5.74611 -5.82855
H 0.35983 4.29040 7.06795
H -5.30698 3.10234 2.24327
H 0.64303 -6.78537 -9.50400
H -11.13638 -6.29756 -1.35251
H -13.59841 -5.09958 -0.62392
H -5.64085 1.45927 2.71890
H 5.06380 0.04940 -7.20971
H 2.82187 7.54880 -1.54737
H -0.25062 0.10463 3.26517
H -12.27980 -2.78875 -1.29566
H 11.19210 4.05131 3.09482
H 10.85052 6.73831 5.60189
H -8.43951 7.10195 -2.42920
H -7.27108 -5.21126 0.16165
H -0.63617 -7.01843 9.27642
H 8.32543 -3.18714 -4.81983
H 4.38662 7.55772 3.35063
H -3.17556 -1.34636 0.69037
*
```

For the frontier orbital gap, the calculation gives 8.0 eV.